1.
{
  "formula": "C9H14O",
  "method": "ωB97M-V/def2-TZVPD",
  "symbols": ["C", "C", "C", "C", "C", "O", "C", "C", "H", "H", "H", "H", "H", "H", "H", "H", "C", "C", "H", "H", "H", "H", "H", "H"],
  "positions_angstrom": [[-2.512111, 0.713965, 1.133984], [-1.409365, 0.862891, 0.095932], [-0.316260, 1.722025, 0.192274], [0.543966, 2.088888, -0.926446], [0.259762, 1.384075, -2.033639], [0.646966, 1.584247, -3.348184], [-0.646761, 0.278580, -2.067474], [-1.464037, 0.082687, -0.982080], [-2.506706, 1.250157, 2.016733], [-2.581267, -0.356545, 1.420703], [-3.518295, 0.812814, 0.682991], [-0.167594, 2.263731, 1.086486], [1.323046, 2.805800, -1.006004], [0.495262, 2.589353, -3.502378], [-0.834224, -0.395686, -2.926653], [-2.422535, -0.500145, -1.160450], [1.828082, -1.390654, 1.478363], [1.923151, -2.913418, 1.472866], [1.914780, -0.897587, 2.483794], [2.721637, -0.899596, 0.818976], [1.002160, -1.252683, 0.820512], [1.969453, -3.216902, 0.455338], [0.954051, -3.480473, 1.860741], [2.796838, -3.135526, 1.933612]],
  "forces_ev_per_angstrom": [[-0.6878, -2.5176, -1.8278], [0.8091, 1.9747, 3.0579], [0.6524, 1.1002, -1.0800], [-1.8888, -1.4931, 1.5807], [-1.7796, -3.4011, -2.9728], [0.7137, 3.9191, -0.2077], [-0.1222, -0.1000, 0.7821], [-2.2971, -1.8815, -3.3036], [0.4984, 1.4671, 1.5994], [0.4034, 0.4089, 0.1025], [0.5128, 0.5318, -0.1159], [0.0556, 0.5517, 0.9498], [0.3568, 0.7643, 0.6944], [0.7207, -2.5505, 0.0786], [0.5777, 1.0852, 0.2618], [1.5014, 0.1094, 0.4241], [2.4755, 0.7783, -1.2868], [-3.5757, 0.3406, -0.1012], [-0.8126, -0.4461, -1.0779], [-1.7386, -1.3424, 1.6232], [-1.2148, 1.4023, 0.2970], [0.2627, -0.3947, -0.9594], [2.1751, 1.3519, -0.2160], [2.4017, -1.6585, 1.6975]],
  "lowdin_charge": [-0.04, -0.31, -0.01, 0.00, -0.35, -0.01, 0.00, -0.11, 0.04, 0.09, 0.09, 0.09, 0.11, 0.15, 0.13, 0.14, -0.18, -0.19, 0.07, 0.11, 0.02, 0.04, 0.11, 0.01],
  "energy_ha": -426.48556,
  "de_lowest_kj_mol": 229.0,
  "smiles": "Cc1ccc(O)cc1.CC",
  "lumo_energy_ha": 0.03057,
  "orbital_gap_ev": 9.312,
  "largest_force_ev_per_a": 4.86,
  "homo_energy_ev": -8.48
}



2.
{
  "formula": "C4H4CuO2",
  "method": "ωB97M-V/def2-TZVPD",
  "symbols": ["H", "O", "C", "C", "C", "C", "H", "H", "H", "O", "Cu"],
  "positions_angstrom": [[1.629276, 0.355783, -0.787936], [-0.201457, -1.949018, 2.111927], [-0.248885, -0.949735, 1.616918], [-0.361209, 0.312244, 0.978682], [0.118217, 0.418979, -0.439582], [0.975316, 1.496634, -0.888691], [-0.596981, 1.160032, 1.633400], [0.900840, 2.388353, -0.252044], [0.915662, 1.698361, -1.959325], [-1.135102, 0.251175, -0.731649], [-2.274761, 0.035095, -2.098761]],
  "forces_ev_per_angstrom": [[1.1706, 1.7141, 0.0557], [-0.0013, 0.0350, -0.0639], [-0.1630, 0.4586, 0.4106], [3.1237, -1.8980, 3.7768], [-3.4590, 6.1854, 1.8923], [-1.2603, -3.8030, -1.1729], [-0.0434, 0.1205, -0.3240], [1.7633, -0.3968, 0.8315], [0.1400, -0.0832, -0.0329], [-0.3833, -2.3648, -4.3786], [-0.8873, 0.0321, -0.9947]],
  "lowdin_charge": [0.30, 0.50, 0.11, 0.18, -0.24, 0.20, 0.21, 0.19, 0.14, 0.00, 1.41],
  "energy_ha": -1944.09391,
  "de_lowest_kj_mol": 228.1,
  "s2": 2.01,
  "multiplicity": 3,
  "lumo_energy_ha": [-0.61016, -0.73307],
  "orbital_gap_ev": [8.143, 6.434],
  "largest_force_ev_per_a": 7.34,
  "homo_energy_ev": [-24.75, -26.38],
  "charge": 3
}



3.
{
  "formula": "C4H10N2O",
  "method": "ωB97M-V/def2-TZVPD",
  "symbols": ["N", "C", "C", "N", "C", "C", "O", "H", "H", "H", "H", "H", "H", "H", "H", "H", "H"],
  "positions_angstrom": [[-1.663319, 0.350267, -1.550005], [-0.531867, -0.542582, -1.330913], [0.064959, -0.575645, 0.200556], [1.195114, -1.530913, 0.252744], [0.431187, 0.949350, 0.653454], [0.584252, 1.119142, 2.161622], [1.417752, 1.718493, 2.714822], [-2.467509, 0.430807, -0.919209], [-1.703601, 0.696784, -2.508701], [0.133511, -0.197725, -2.144913], [-0.710905, -1.648397, -1.548352], [-0.651979, -1.103985, 0.916428], [1.268789, -1.938466, -0.670748], [2.143513, -1.181667, 0.479159], [-0.553605, 1.524939, 0.453228], [1.243858, 1.207976, 0.159953], [-0.200153, 0.721629, 2.680883]],
  "forces_ev_per_angstrom": [[0.2467, -0.0271, 0.3000], [-0.4254, -0.8086, 1.0247], [0.0077, 0.9860, -0.2770], [0.7974, 0.3846, -0.4546], [-5.6253, -3.0925, 2.5179], [-0.4107, -0.6141, -3.7806], [2.8937, 1.8124, 1.5080], [0.6686, -0.3864, -0.8907], [-0.5799, -0.1260, 0.9715], [0.6671, -0.3270, 1.0105], [-0.1659, 1.0859, 0.1553], [0.0865, 1.4353, -1.0899], [0.2235, -0.2726, 0.0347], [-1.1084, 0.2024, -0.1338], [1.7883, -0.5301, -0.2031], [3.5745, 1.7959, -2.5227], [-2.6384, -1.5180, 1.8298]],
  "lowdin_charge": [-0.04, -0.25, -0.33, 0.00, -0.08, -0.31, 0.09, 0.08, 0.07, 0.11, 0.11, 0.14, 0.04, 0.08, 0.14, 0.05, 0.09],
  "energy_ha": -343.08687,
  "de_lowest_kj_mol": 300.9,
  "smiles": "NC[C@@H](N)CC=O",
  "lumo_energy_ha": 0.03461,
  "orbital_gap_ev": 9.916,
  "largest_force_ev_per_a": 6.90,
  "homo_energy_ev": -8.97
}



4.
{
  "formula": "C8H20BFGdNSi",
  "method": "ωB97M-V/def2-TZVPD",
  "symbols": ["C", "C", "C", "B", "N", "C", "C", "F", "Si", "C", "C", "C", "H", "H", "H", "H", "H", "H", "H", "H", "H", "H", "H", "H", "H", "H", "H", "H", "H", "H", "H", "H", "Gd"],
  "positions_angstrom": [[3.025523, -1.736266, 0.193357], [2.638571, -0.449343, -0.072040], [1.501118, -0.039745, -0.841464], [0.382406, 0.486878, 0.321378], [0.751437, -0.004901, 1.669990], [0.140953, 2.094072, 0.329678], [0.077251, 2.833501, -0.998431], [1.204582, 2.619981, 1.109932], [-1.529028, -0.453892, 0.037069], [-2.400490, -0.414897, 1.682701], [-1.246143, -2.242497, -0.464148], [-2.538064, 0.485814, -1.219755], [3.831276, -1.938120, 0.901663], [2.465402, -2.592113, -0.188543], [3.241702, 0.345901, 0.354060], [1.148130, -0.831537, -1.503195], [1.769567, 0.831651, -1.438191], [0.659289, -0.984540, 1.908641], [0.348029, 0.526941, 2.433560], [-0.778034, 2.318703, 0.880570], [0.719885, 3.709307, -0.944663], [-0.927864, 3.198309, -1.192930], [0.371092, 2.228195, -1.854557], [-3.472849, -0.552943, 1.550520], [-2.014846, -1.192898, 2.341428], [-2.237689, 0.536461, 2.190238], [-1.521848, -2.412625, -1.503501], [-1.902065, -2.853249, 0.157395], [-0.230470, -2.606141, -0.302215], [-3.096533, -0.236491, -1.816911], [-1.982943, 1.128073, -1.897703], [-3.253349, 1.105605, -0.679394], [4.856003, -2.907195, -1.144540]],
  "forces_ev_per_angstrom": [[1.4136, -0.6591, -1.2568], [0.0265, 0.2420, -0.0098], [0.0968, -0.4202, -0.6153], [1.2946, 0.6731, 0.4939], [-1.0986, -0.1847, -0.0554], [-0.2783, -0.2459, -0.1843], [-0.0769, 0.0302, 0.0837], [0.0174, -0.0098, -0.1313], [-0.8845, -0.3332, -0.0406], [0.4631, 0.1510, 0.0995], [0.1032, 0.0674, 0.0684], [0.1518, 0.0989, 0.0115], [-0.2929, 0.0325, 0.7131], [-0.4969, -0.1031, 0.3585], [-0.0295, 0.0537, 0.1740], [-0.2042, -0.0573, 0.0663], [-0.2090, 0.1790, 0.0870], [0.3962, -0.1301, -0.0439], [0.1302, 0.1080, 0.0683], [0.1021, 0.0836, 0.2252], [0.0825, 0.0245, -0.0282], [-0.0793, 0.0062, -0.0241], [0.1005, 0.0167, -0.0588], [-0.0516, -0.0515, -0.0129], [-0.1003, -0.0942, 0.0534], [-0.1604, 0.0931, 0.0120], [0.0796, -0.0061, -0.0824], [-0.0449, -0.0742, -0.0117], [0.0581, -0.0188, -0.0110], [-0.0508, -0.0301, -0.0278], [0.0566, -0.0230, -0.0854], [-0.0348, 0.0752, -0.0254], [-0.4801, 0.5065, 0.1901]],
  "lowdin_charge": [-0.32, -0.15, -0.09, -0.62, 0.18, -0.31, -0.04, -0.04, 0.66, -0.17, -0.16, -0.14, 0.02, 0.03, 0.15, 0.11, 0.11, 0.09, 0.11, 0.13, 0.10, 0.09, 0.07, 0.05, 0.04, 0.04, 0.04, 0.05, 0.01, 0.05, 0.03, 0.05, 1.85],
  "energy_ha": -1550.75177,
  "de_lowest_kj_mol": 0.0,
  "s2": 16.79,
  "multiplicity": 8,
  "lumo_energy_ha": [-0.33691, -0.35331],
  "orbital_gap_ev": [6.069, 4.147],
  "largest_force_ev_per_a": 2.00,
  "homo_energy_ev": [-15.24, -13.76],
  "charge": 2
}